No. 1
Entry from the Open Molecules 2025 dataset: a 2-piece molecular cluster, C6H16N overall (ωB97M-V/def2-TZVPD).

Properties
Kohn-Sham gap (spin up / spin down) = 8.00 / 10.76 eV
F_max = 4.188 eV/Å
Multiplicity = 2
Charge = 0

The geometry in XYZ format:
```
23
Properties=species:S:1:pos:R:3:lowdin_charge:R:1
C 0.059 -1.620 -2.389 -0.078
C 0.575 -0.658 -1.327 -0.392
C 0.038 -0.847 0.050 -0.003
C -0.191 0.717 -1.313 -0.265
C 0.405 1.905 -0.520 -0.259
C -0.282 2.198 0.800 -0.118
N -0.321 -1.475 3.747 0.015
H -1.024 -1.506 -2.486 0.078
H 0.527 -1.470 -3.359 0.072
H 0.214 -2.641 -2.042 0.071
H 1.568 -0.304 -1.574 0.129
H -1.017 -0.867 0.275 0.069
H 0.673 -0.937 0.919 0.045
H -1.275 0.712 -1.190 0.107
H -0.141 1.061 -2.378 0.114
H 1.456 1.613 -0.393 0.105
H 0.407 2.793 -1.149 0.099
H -0.076 3.133 1.321 0.066
H -0.294 1.363 1.508 0.058
H -1.350 2.250 0.533 0.072
H -0.364 -0.892 4.570 0.004
H 0.440 -2.136 3.834 0.007
H -1.171 -2.005 3.645 0.003
```

=====

No. 2
Entry from the Open Molecules 2025 dataset: one molecule with the formula C18H19ClN2O3 (ωB97M-V/def2-TZVPD).

Properties
Kohn-Sham gap = 8.20 eV
Structure (SMILES) = O=C(CN1CCN(c2cccc(Cl)c2)CC1)c1ccc(O)cc1O
F_max = 0.600 eV/Å
Charge = 0

The geometry in XYZ format:
```
43
Properties=species:S:1:pos:R:3:lowdin_charge:R:1
O 2.174 -2.357 1.044 0.065
C 2.213 -1.127 1.002 -0.319
C 1.009 -0.346 1.507 -0.118
N 0.498 0.581 0.511 -0.185
C 0.081 -0.052 -0.727 -0.143
C -1.261 -0.783 -0.602 -0.127
N -2.279 0.140 -0.138 -0.101
C -3.605 -0.061 -0.475 -0.222
C -3.958 -0.359 -1.798 -0.028
C -5.278 -0.504 -2.166 -0.083
C -6.300 -0.351 -1.243 -0.126
C -5.955 -0.054 0.062 -0.674
Cl -7.202 0.136 1.250 0.667
C -4.638 0.086 0.457 -0.056
C -1.927 0.732 1.135 -0.151
C -0.568 1.437 0.995 -0.160
C 3.376 -0.402 0.522 -0.095
C 3.425 1.001 0.479 -0.008
C 4.537 1.666 0.036 -0.010
C 5.662 0.944 -0.384 -0.311
O 6.739 1.637 -0.808 0.077
C 5.642 -0.439 -0.354 0.052
C 4.516 -1.128 0.091 -0.250
O 4.564 -2.459 0.095 0.090
H 1.324 0.236 2.380 0.139
H 0.271 -1.091 1.843 0.122
H 0.856 -0.749 -1.049 0.125
H -0.011 0.739 -1.477 0.131
H -1.540 -1.200 -1.567 0.112
H -1.157 -1.620 0.107 0.131
H -3.191 -0.454 -2.551 0.104
H -5.521 -0.731 -3.194 0.106
H -7.334 -0.459 -1.529 0.100
H -4.429 0.290 1.494 0.096
H -2.671 1.483 1.402 0.122
H -1.881 -0.022 1.937 0.128
H -0.275 1.865 1.956 0.123
H -0.675 2.250 0.270 0.127
H 2.556 1.559 0.782 0.109
H 4.573 2.742 0.001 0.115
H 7.445 1.032 -1.069 0.115
H 6.497 -1.017 -0.674 0.128
H 3.700 -2.792 0.447 0.086
```

=====

No. 3
Entry from the Open Molecules 2025 dataset: a 2-piece molecular cluster, C2H5N overall (ωB97M-V/def2-TZVPD).

Properties
Kohn-Sham gap = 9.67 eV
F_max = 5.334 eV/Å
Charge = 0

The geometry in XYZ format:
```
8
Properties=species:S:1:pos:R:3:lowdin_charge:R:1
C 0.035 -0.076 -0.519 -0.460
C 0.078 0.312 0.843 -0.057
N -0.969 0.295 -1.162 0.073
H 1.060 -0.467 -0.826 0.117
H 0.518 -1.366 1.400 0.193
H -0.852 0.610 1.325 0.061
H 1.045 0.555 1.143 0.001
H -0.915 0.137 -2.203 0.071
```

=====

No. 4
Entry from the Open Molecules 2025 dataset: C4H6I2O as an isolated structure (ωB97M-V/def2-TZVPD).

Properties
Kohn-Sham gap = 8.91 eV
F_max = 7.325 eV/Å
Charge = 0

The geometry in XYZ format:
```
13
Properties=species:S:1:pos:R:3:lowdin_charge:R:1
C 0.578 0.716 0.416 -0.726
C 1.779 -0.163 0.260 -0.075
C -1.425 -0.139 -1.134 -0.030
C -0.675 0.029 0.688 -1.266
O 0.609 1.929 0.426 -0.030
I -1.957 1.431 1.588 0.897
I -0.720 -1.875 1.560 0.865
H 2.250 -0.503 1.166 0.069
H 2.580 0.246 -0.578 0.154
H 1.350 -1.083 -0.182 0.028
H -1.249 -1.254 -1.415 0.067
H -0.721 0.584 -1.670 0.083
H -2.399 0.082 -1.124 -0.037
```

=====

No. 5
Entry from the Open Molecules 2025 dataset: an isolated ion of composition C8H9NO3P and charge -1 (ωB97M-V/def2-TZVPD).

Properties
Kohn-Sham gap = 8.32 eV
Structure (SMILES) = C=C(N)O[P@](=O)([O-])c1ccccc1
F_max = 5.129 eV/Å
Charge = -1

The geometry in XYZ format:
```
22
Properties=species:S:1:pos:R:3:lowdin_charge:R:1
C 2.043 1.823 -2.541 0.023
C 0.903 1.147 -2.408 -0.548
N -0.133 1.015 -3.379 0.070
O 0.720 0.311 -1.303 -0.200
P -0.085 1.261 -0.098 0.387
O -1.342 1.892 -0.698 -0.374
O 0.974 2.088 0.554 -0.348
C -0.641 -0.190 0.857 -0.256
C -0.667 -0.220 2.219 -0.106
C -1.035 -1.365 2.901 -0.115
C -1.689 -2.350 2.166 -0.147
C -1.834 -2.339 0.775 -0.088
C -1.233 -1.234 0.096 -0.045
H 2.221 2.472 -3.508 0.083
H 2.848 1.799 -1.929 0.005
H -0.189 1.792 -4.034 0.069
H -1.067 1.063 -2.851 0.095
H -0.263 0.689 2.766 0.127
H -1.336 -1.389 3.930 0.084
H -2.334 -3.145 2.655 0.105
H -2.449 -3.148 0.427 0.078
H -1.153 -1.058 -0.992 0.100
```

=====

No. 6
Entry from the Open Molecules 2025 dataset: C34H58FeN2O4Si as an isolated structure (ωB97M-V/def2-TZVPD).

Properties
Kohn-Sham gap (spin up / spin down) = 5.80 / 5.54 eV
F_max = 5.698 eV/Å
Multiplicity = 5
Charge = 0

The geometry in XYZ format:
```
100
Properties=species:S:1:pos:R:3:lowdin_charge:R:1
O 1.466 -2.861 -2.090 -0.158
O 0.771 -1.897 -4.096 -0.105
C 2.642 -2.360 -1.356 -0.164
C 3.419 -3.496 -0.718 -0.053
H 2.289 -1.645 -0.586 0.124
H 3.248 -1.823 -2.098 0.108
H 3.081 -3.667 0.313 0.068
H 4.472 -3.197 -0.652 0.089
H 3.350 -4.433 -1.290 0.093
C 0.413 -3.418 -1.236 -0.189
C -0.394 -4.410 -2.029 -0.041
H -0.192 -2.584 -0.851 0.120
H 0.910 -3.894 -0.386 0.110
H -1.024 -3.912 -2.772 0.059
H -1.054 -4.928 -1.327 0.091
H 0.257 -5.149 -2.520 0.095
C -0.239 -0.824 -4.056 -0.146
C 1.949 -1.601 -4.924 -0.173
C -1.329 -1.122 -3.072 -0.042
H -0.618 -0.782 -5.078 0.135
H 0.254 0.135 -3.839 0.118
H -1.812 -2.086 -3.278 0.083
H -2.096 -0.344 -3.163 0.088
H -0.985 -1.091 -2.029 0.073
C 2.338 -2.824 -5.708 -0.049
H 2.745 -1.284 -4.239 0.125
H 1.686 -0.768 -5.573 0.131
H 2.636 -3.651 -5.055 0.086
H 3.188 -2.579 -6.354 0.092
H 1.520 -3.162 -6.352 0.090
H 1.089 -2.391 -3.151 0.043
N -0.684 -0.097 2.828 0.014
C -1.532 0.251 3.812 -0.347
C -2.378 1.356 3.725 -0.042
C -2.614 2.122 2.575 -0.327
C -1.594 -0.601 5.046 -0.012
H -0.585 -0.821 5.423 0.094
H -2.115 -1.553 4.862 0.080
H -2.140 -0.061 5.829 0.082
C -3.844 2.978 2.494 -0.014
H -4.527 2.644 1.698 0.086
H -3.602 4.038 2.318 0.082
H -4.369 2.896 3.452 0.077
N -1.753 2.138 1.557 0.012
C -0.278 -1.447 2.677 -0.182
C 1.053 -1.841 2.961 -0.210
C 2.091 -0.868 3.418 -0.039
C 1.405 -3.185 2.851 -0.079
H 2.438 -3.472 3.058 0.106
C 0.464 -4.156 2.520 -0.116
H 0.754 -5.203 2.459 0.095
C -0.850 -3.773 2.263 -0.082
H -1.596 -4.525 2.003 0.106
C -1.236 -2.439 2.331 -0.222
C -2.671 -2.100 2.067 -0.043
C -2.065 2.729 0.306 -0.202
C -1.577 4.024 0.024 -0.210
C -0.938 4.853 1.093 -0.038
C -1.704 4.521 -1.272 -0.061
H -1.288 5.509 -1.487 0.111
C -2.343 3.769 -2.263 -0.108
H -2.430 4.164 -3.276 0.098
C -2.894 2.524 -1.949 -0.080
H -3.438 1.941 -2.699 0.099
C -2.788 2.000 -0.663 -0.220
C -3.395 0.667 -0.353 -0.048
Fe 0.108 1.560 1.942 0.660
H 2.543 -0.320 2.579 0.074
H 2.902 -1.414 3.916 0.079
H 1.700 -0.134 4.131 0.060
H -2.787 -1.104 1.630 0.049
H -3.281 -2.141 2.981 0.085
H -3.108 -2.826 1.368 0.077
H -0.561 5.776 0.639 0.078
H -0.091 4.357 1.592 0.056
H -1.659 5.125 1.878 0.081
H -3.942 0.656 0.598 0.074
H -2.640 -0.132 -0.323 0.065
H -4.109 0.402 -1.144 0.079
H -3.020 1.553 4.582 0.098
C 0.923 1.151 0.379 -0.375
Si 1.987 2.242 -0.759 0.432
H 0.076 0.766 -0.224 -0.012
H 1.469 0.209 0.624 -0.024
C 3.615 1.384 -1.149 -0.197
C 2.446 3.902 -0.040 -0.187
C 1.110 2.602 -2.384 -0.180
H 1.280 3.643 -2.690 0.033
H 0.024 2.469 -2.297 0.005
H 1.476 1.967 -3.202 0.003
H 4.085 0.998 -0.236 0.030
H 4.303 2.113 -1.589 0.023
H 3.498 0.560 -1.862 -0.006
H 2.710 3.821 1.025 0.027
H 1.641 4.642 -0.152 0.020
H 3.323 4.275 -0.594 0.028
O 0.809 1.775 4.845 -0.051
C 1.254 2.735 4.193 -0.473
O 1.141 2.929 2.909 -0.190
H 1.817 3.521 4.706 0.114
```

=====

No. 7
Entry from the Open Molecules 2025 dataset: a 5-piece molecular cluster, C40H47BrCl3F3I2O14 overall (ωB97M-V/def2-TZVPD).

Properties
Kohn-Sham gap = 7.86 eV
Structure (SMILES) = C/C(Cl)=C(\Cl)c1c(Br)c2c(c(CCCCl)c1[C@H](C)F)C(=O)c1c(F)cc(/C(I)=C(/C)I)c(C[C@H](C)F)c1C2=O.COC(=O)OC.COC(=O)OC.COC(=O)OC.COC(=O)OC
F_max = 2.748 eV/Å
Charge = 0

The geometry in XYZ format:
```
110
Properties=species:S:1:pos:R:3:lowdin_charge:R:1
C -6.392 -6.025 1.830 -0.128
C -6.310 -4.455 1.941 -0.680
Cl -6.800 -3.592 3.421 0.653
C -5.821 -3.779 0.871 -0.677
Cl -5.324 -4.697 -0.606 0.653
C -5.633 -2.244 0.790 -0.192
C -4.371 -1.727 1.387 -0.451
Br -3.075 -2.926 2.212 0.824
C -4.118 -0.293 1.308 -0.053
C -5.105 0.611 0.659 0.009
C -6.354 0.122 0.064 -0.060
C -7.348 1.115 -0.648 -0.128
C -8.774 1.202 0.051 -0.231
C -8.790 0.883 1.585 -0.574
Cl -7.953 2.115 2.621 0.550
C -6.610 -1.353 0.137 -0.030
C -7.888 -2.023 -0.499 -0.260
C -8.031 -1.662 -2.053 -0.021
F -9.072 -1.717 0.230 -0.047
C -4.669 2.122 0.636 -0.263
O -5.404 3.045 0.869 0.097
C -3.143 2.333 0.322 0.026
C -2.652 3.379 -0.557 -0.152
F -3.568 4.237 -1.116 0.053
C -1.217 3.488 -0.843 0.006
C -0.218 2.565 -0.269 -0.211
C 1.248 2.766 -0.699 -0.649
I 2.191 1.058 -1.684 0.963
C 1.992 3.896 -0.555 -0.744
C 3.495 3.979 -1.027 -0.200
I 1.144 5.661 0.344 0.866
C -0.697 1.508 0.675 -0.062
C 0.302 0.511 1.332 -0.113
C 0.011 -1.012 1.033 -0.355
C 1.336 -1.899 1.113 -0.034
F -0.698 -1.224 -0.177 -0.053
C -2.146 1.419 0.942 0.018
C -2.784 0.320 1.875 -0.276
O -2.321 -0.001 2.943 0.059
H -6.843 -6.495 2.738 0.074
H -5.349 -6.442 1.703 0.083
H -6.953 -6.344 0.910 0.070
H -6.936 2.165 -0.661 0.108
H -7.485 0.853 -1.736 0.104
H -9.165 2.255 -0.078 0.116
H -9.490 0.559 -0.539 0.098
H -8.379 -0.126 1.844 0.061
H -9.876 0.858 1.895 0.084
H -7.810 -3.148 -0.477 0.124
H -8.883 -0.943 -2.142 0.078
H -8.124 -2.578 -2.682 0.083
H -7.088 -1.110 -2.326 0.082
H -0.938 4.325 -1.536 0.106
H 3.648 3.555 -2.051 0.039
H 3.863 5.043 -1.068 0.061
H 4.081 3.419 -0.239 0.085
H 1.374 0.703 1.060 0.062
H 0.222 0.647 2.448 0.120
H -0.648 -1.414 1.856 0.073
H 1.707 -2.204 0.104 0.074
H 1.105 -2.807 1.742 0.082
H 2.088 -1.272 1.672 0.082
C 4.546 -1.806 -2.833 -0.055
O 5.906 -2.206 -2.995 0.012
C 6.725 -1.217 -3.366 -0.604
O 6.408 -0.071 -3.564 0.113
O 7.959 -1.722 -3.481 0.005
C 8.946 -0.770 -3.876 -0.043
H 3.974 -2.683 -2.533 0.098
H 4.456 -1.051 -2.049 0.048
H 4.139 -1.435 -3.776 0.084
H 9.031 0.027 -3.135 0.097
H 8.714 -0.359 -4.859 0.097
H 9.901 -1.291 -3.935 0.094
C -0.242 -0.146 5.234 -0.047
O 0.880 0.557 5.766 0.005
C 1.769 -0.217 6.395 -0.613
O 1.697 -1.410 6.539 0.127
O 2.761 0.570 6.826 -0.005
C 3.807 -0.113 7.513 -0.048
H -0.890 0.580 4.750 0.076
H 0.079 -0.875 4.488 0.092
H -0.805 -0.634 6.031 0.106
H 4.284 -0.839 6.852 0.098
H 3.428 -0.599 8.413 0.099
H 4.546 0.632 7.804 0.089
C 4.436 0.277 -6.438 -0.038
O 3.647 -0.914 -6.472 -0.009
C 3.395 -1.372 -7.704 -0.611
O 3.769 -0.874 -8.734 0.126
O 2.654 -2.482 -7.590 0.000
C 2.307 -3.084 -8.836 -0.045
H 4.575 0.553 -5.394 0.077
H 5.416 0.104 -6.883 0.101
H 3.922 1.094 -6.946 0.100
H 3.202 -3.393 -9.377 0.098
H 1.708 -2.402 -9.440 0.098
H 1.711 -3.969 -8.619 0.093
C 5.722 2.224 4.486 -0.044
O 6.896 2.937 4.111 0.008
C 7.061 3.030 2.788 -0.612
O 6.319 2.574 1.953 0.115
O 8.186 3.714 2.553 0.004
C 8.486 3.890 1.169 -0.043
H 5.674 2.204 5.574 0.089
H 4.831 2.730 4.112 0.102
H 5.764 1.196 4.122 0.099
H 7.698 4.457 0.673 0.096
H 8.631 2.925 0.681 0.097
H 9.415 4.455 1.103 0.094
```

=====

No. 8
Entry from the Open Molecules 2025 dataset: C16H29NiSi as an isolated structure (ωB97M-V/def2-TZVPD).

Properties
Kohn-Sham gap (spin up / spin down) = 8.11 / 8.12 eV
F_max = 0.549 eV/Å
Charge = +1

The geometry in XYZ format:
```
47
Properties=species:S:1:pos:R:3:lowdin_charge:R:1
Ni 0.370 0.231 -1.244 0.231
C -2.441 0.056 -3.301 -0.013
C -0.953 -0.038 -3.110 -0.272
C -0.349 -1.236 -2.691 -0.055
C 1.052 -1.327 -2.528 -0.082
C 1.879 -0.224 -2.815 -0.073
C 1.283 0.983 -3.197 -0.068
C -0.115 1.069 -3.321 -0.047
H -2.821 -0.840 -3.790 0.096
H -2.704 0.916 -3.912 0.091
H -2.957 0.151 -2.344 0.083
H -0.964 -2.107 -2.509 0.128
H 1.491 -2.266 -2.221 0.131
H 2.952 -0.309 -2.722 0.129
H 1.898 1.855 -3.373 0.130
H -0.562 2.019 -3.586 0.135
C 1.951 -1.565 1.443 -0.155
Si 0.584 -0.401 0.955 0.780
C 0.995 1.426 1.290 -0.625
C 0.750 1.750 2.776 -0.072
C 0.086 2.329 0.427 -0.067
C 2.471 1.711 0.940 -0.086
C -1.094 -1.087 1.496 -0.643
C -1.247 -2.459 0.822 -0.092
C -1.114 -1.290 3.019 -0.078
C -2.272 -0.200 1.084 -0.086
H 1.967 -1.677 2.530 0.048
H 2.932 -1.204 1.127 0.036
H 1.801 -2.557 1.017 0.036
H -0.297 1.624 3.059 0.070
H 1.020 2.795 2.972 0.098
H 1.359 1.128 3.434 0.091
H -0.968 2.241 0.688 0.076
H 0.171 2.172 -0.669 0.069
H 0.374 3.380 0.539 0.106
H 3.153 1.116 1.550 0.081
H 2.701 2.764 1.131 0.094
H 2.696 1.510 -0.110 0.069
H -0.481 -3.164 1.150 0.080
H -1.202 -2.386 -0.268 0.054
H -2.219 -2.889 1.085 0.096
H -0.275 -1.894 3.369 0.079
H -2.032 -1.819 3.300 0.097
H -1.102 -0.344 3.563 0.071
H -2.255 0.038 0.015 0.059
H -2.296 0.737 1.643 0.077
H -3.213 -0.722 1.289 0.096
```